# 1
Here is a cluster of 8 separate species, C15H35N5O20S3 in total from OMol25. Energies are from the ωB97M-V functional and the def2-TZVPD basis.

Last column: Löwdin charge in e.
Element x y z (Å)
S  2.767  -0.152  -2.918  0.573
S  3.443  5.154  3.858  0.567
S  -5.129  -3.943  -1.797  0.584
O  1.401  -1.535  0.538  0.052
O  0.795  0.247  1.564  0.058
O  3.852  5.869  2.712  -0.217
O  -5.234  -5.252  -1.296  -0.203
O  3.302  1.351  -2.908  -0.188
O  -4.828  -3.678  -3.150  -0.208
O  1.160  -4.658  -0.244  0.048
O  -1.034  2.936  -0.815  0.068
O  3.566  -0.585  -1.595  -0.248
O  1.912  5.478  4.169  -0.188
O  3.305  -0.853  -4.010  -0.197
O  -0.663  2.988  1.310  0.059
O  0.503  -3.409  -1.876  0.063
O  6.194  -2.168  1.356  0.009
O  4.172  5.245  5.050  -0.205
O  3.251  3.627  3.466  -0.184
O  -6.453  -3.160  -1.387  -0.188
O  -4.118  -3.095  -0.887  -0.174
O  1.381  -0.142  -2.641  -0.211
O  -3.244  0.679  -1.757  -0.007
N  -1.399  3.003  0.342  -0.423
N  4.618  -3.599  2.206  -0.194
N  1.354  -3.981  -1.236  -0.436
N  -4.603  2.323  -2.561  -0.186
N  0.649  -0.595  0.706  -0.412
C  4.282  0.516  -0.976  -0.118
C  2.789  -3.699  -1.592  0.069
C  -0.591  -0.593  -0.095  0.049
C  -3.527  1.512  -2.601  -0.328
C  -5.620  2.183  -1.541  -0.057
C  1.896  3.196  3.646  -0.153
C  -2.833  3.283  0.566  0.046
C  5.523  -4.632  2.605  -0.059
C  -4.889  3.197  -3.687  -0.048
C  -4.785  -2.054  -0.190  -0.181
C  -6.134  -1.866  -0.856  -0.158
C  5.040  -2.498  1.544  -0.345
C  3.571  1.729  -1.541  -0.141
C  1.061  4.460  3.617  -0.163
C  3.201  -3.871  2.331  -0.052
H  -3.081  4.156  -0.032  0.105
H  5.324  0.400  -1.258  0.139
H  -6.917  -1.570  -0.166  0.133
H  2.677  -2.937  2.134  0.066
H  -6.589  2.017  -2.031  0.093
H  -1.471  -0.703  0.527  0.103
H  2.875  -4.657  1.649  0.075
H  -5.498  1.304  -0.917  0.073
H  0.791  4.780  2.612  0.119
H  -2.911  1.686  -3.496  0.149
H  -6.078  -1.173  -1.699  0.124
H  3.359  -4.264  -0.858  0.088
H  1.809  2.693  4.612  0.135
H  5.501  -4.782  3.693  0.092
H  0.192  4.345  4.258  0.134
H  4.137  2.653  -1.592  0.139
H  2.947  -4.166  3.352  0.092
H  -3.454  2.441  0.270  0.078
H  4.196  -1.896  1.155  0.118
H  -0.471  -1.295  -0.910  0.083
H  2.619  1.895  -1.034  0.129
H  -0.655  0.402  -0.546  0.075
H  -4.866  -2.294  0.875  0.132
H  -4.169  -1.152  -0.218  0.105
H  5.304  -5.600  2.149  0.092
H  2.959  -2.648  -1.393  0.059
H  -4.724  2.722  -4.653  0.092
H  2.927  -4.060  -2.603  0.107
H  -5.727  3.121  -0.994  0.091
H  -5.934  3.496  -3.649  0.086
H  -3.021  3.504  1.612  0.098
H  6.556  -4.370  2.385  0.086
H  1.649  2.467  2.878  0.112
H  -4.289  4.109  -3.637  0.091
H  4.129  0.415  0.095  0.129

Summary:
Lowest unoccupied orbital energy = -0.5 eV
Energy relative to the best compared isomer or geometry (same formula, charge and spin) = 0.0 kJ/mol
HOMO-LUMO gap = 8.73 eV
Structure (SMILES) = C[N+](=O)[O-].C[N+](=O)[O-].C[N+](=O)[O-].O=S1(=O)OCCO1.O=S1(=O)OCCO1.O=S1(=O)OCCO1.CN(C)C=O.CN(C)C=O
Maximum force = 0.0335 hartree/bohr
2S+1 = 1

# 2
Here is an isolated molecule of C10H16 from OMol25. Energies are from the ωB97M-V functional and the def2-TZVPD basis.

Last column: Löwdin charge in e.
Element x y z (Å)
C  1.284  0.525  1.531  -0.104
C  -0.016  0.828  -0.147  -0.191
C  1.567  0.597  0.062  -0.451
C  2.450  1.741  -0.464  -0.051
C  2.297  -0.745  -0.351  -0.037
C  -1.424  -1.192  -1.405  0.118
C  -0.216  0.763  1.342  -0.450
C  -0.785  -0.315  -0.803  -0.072
C  -0.697  2.230  1.787  -0.029
C  -1.155  -0.330  1.967  -0.049
H  1.726  -1.632  0.031  0.095
H  2.963  1.406  -1.405  0.086
H  -1.877  -1.756  -2.156  0.003
H  -0.166  1.731  -0.777  0.149
H  -1.776  2.396  1.746  0.078
H  1.910  2.711  -0.610  0.084
H  -1.084  -0.491  3.131  0.123
H  3.261  -0.746  0.085  0.063
H  1.527  -0.394  1.996  0.105
H  -2.190  -0.405  1.612  0.077
H  -0.854  -1.287  1.650  0.035
H  2.470  -0.798  -1.420  0.070
H  3.275  2.044  0.221  0.085
H  1.788  1.390  2.004  0.128
H  -0.372  2.508  2.833  0.090
H  -0.148  2.980  1.298  0.042

Summary:
Lowest unoccupied orbital energy = 0.8 eV
Energy relative to the best compared isomer or geometry (same formula, charge and spin) = 373.8 kJ/mol
HOMO-LUMO gap = 10.27 eV
Structure (SMILES) = C#CC1C(C)(C)CC1(C)C
Maximum force = 0.0944 hartree/bohr
2S+1 = 1

# 3
Here is a cluster of 10 separate species, C33H71F9O27S7 in total from OMol25. Energies are from the ωB97M-V functional and the def2-TZVPD basis.

Last column: Löwdin charge in e.
Element x y z (Å)
S  -6.094  -2.132  -4.055  0.732
S  3.250  0.899  -4.403  0.660
S  -3.787  1.048  0.210  0.698
S  -0.820  -1.368  -5.331  0.678
S  5.675  2.322  2.694  0.698
S  1.642  0.070  -0.038  0.715
S  2.227  -2.047  5.192  0.723
F  4.710  -7.410  0.652  0.162
F  -0.436  4.310  -3.407  0.161
F  0.959  3.982  -1.897  0.213
F  -0.184  0.591  6.829  0.167
F  2.672  -6.959  0.655  0.230
F  0.897  5.924  -2.784  0.168
F  -1.966  0.880  5.731  0.137
F  3.858  -6.042  2.076  0.196
F  -1.850  1.786  7.714  0.141
O  5.191  -4.798  -0.233  0.143
O  -2.676  -1.362  6.705  -0.001
O  1.620  -1.331  0.412  -0.300
O  5.331  0.896  2.879  -0.325
O  0.988  0.932  1.236  -0.269
O  2.866  -4.563  -0.461  0.001
O  2.488  -0.493  5.778  -0.308
O  -1.805  6.010  -1.781  0.151
O  -0.450  -3.004  -5.001  -0.268
O  -0.653  -0.685  -4.079  -0.274
O  0.757  -2.256  5.257  -0.330
O  -2.765  0.442  -0.672  -0.318
O  4.281  3.200  3.052  -0.291
O  6.821  2.843  3.446  -0.293
O  -3.661  2.486  0.592  -0.311
O  -7.293  -2.859  -4.470  -0.296
O  -0.780  4.841  -0.091  0.040
O  -2.042  -0.714  8.853  0.159
O  2.839  -0.405  -3.887  -0.301
O  3.766  1.949  -3.532  -0.280
O  2.896  0.691  -0.460  -0.293
O  1.936  1.562  -5.156  -0.322
O  -4.967  -3.249  -3.493  -0.230
O  3.180  -2.909  5.934  -0.321
O  -2.093  -1.305  -6.010  -0.288
O  -3.743  0.129  1.549  -0.276
O  -6.114  -0.972  -3.136  -0.319
C  -1.510  0.680  6.980  -0.501
C  -2.070  -0.577  7.642  -0.327
C  1.579  -3.330  -2.281  -0.020
C  -1.572  5.348  0.931  -0.277
C  -2.065  -4.274  -6.342  -0.053
C  2.217  4.011  2.338  -0.038
C  -0.903  5.302  -1.345  -0.328
C  5.809  2.632  0.883  -0.085
C  -3.370  -2.510  7.148  -0.235
C  4.039  -5.162  -0.004  -0.293
C  -5.491  0.676  -0.392  -0.094
C  0.683  3.341  -6.364  -0.056
C  3.052  2.698  2.583  -0.270
C  -2.416  -3.644  6.918  -0.055
C  -0.563  -3.877  -6.093  -0.275
C  3.830  -0.046  6.165  -0.251
C  4.252  0.602  -5.921  -0.093
C  3.807  -6.424  0.828  -0.651
C  1.982  3.003  -5.559  -0.198
C  2.899  -3.463  -1.353  -0.190
C  0.368  0.349  -1.336  -0.095
C  -3.779  -2.658  -3.078  -0.356
C  -0.299  0.559  1.572  -0.301
C  2.787  -1.777  3.416  -0.077
C  -5.252  -1.666  -5.633  -0.096
C  3.959  1.447  6.282  -0.054
C  0.166  4.878  -2.353  -0.594
C  0.620  -0.896  -6.398  -0.088
C  -3.644  -2.454  -1.605  -0.054
C  -4.720  0.292  2.572  -0.270
C  -1.120  6.605  1.538  -0.054
C  -0.820  1.666  2.528  -0.029
C  -4.361  -0.536  3.820  -0.050
H  -4.233  -2.684  6.505  0.120
H  -5.667  -0.385  -0.218  0.059
H  -6.225  1.308  0.107  0.077
H  2.417  -2.614  2.823  0.061
H  -4.804  1.336  2.872  0.122
H  -3.043  -4.529  7.030  0.084
H  2.288  -0.882  3.044  0.040
H  -3.686  -3.414  -1.092  0.089
H  0.055  -4.733  -5.821  0.123
H  0.582  0.191  -6.471  0.052
H  -6.004  -1.377  -6.367  0.071
H  -0.954  2.589  1.964  0.057
H  -0.984  7.259  0.677  0.083
H  1.535  -1.268  -5.936  0.058
H  -4.595  -1.585  3.641  0.082
H  2.778  4.697  1.704  0.077
H  3.234  -2.563  -0.836  0.104
H  6.740  2.187  0.533  0.073
H  1.281  -4.333  -2.587  0.073
H  3.634  0.122  -6.680  0.064
H  5.859  3.719  0.809  0.070
H  -3.053  -3.433  -3.321  0.114
H  4.716  1.551  -6.188  0.067
H  -0.141  6.457  1.992  0.083
H  -1.584  4.648  1.766  0.113
H  4.298  1.884  5.343  0.044
H  -4.938  -0.200  4.681  0.085
H  -4.553  -1.888  -1.398  0.052
H  -5.441  0.789  -1.475  0.056
H  -2.153  -5.257  -6.804  0.074
H  -0.219  2.863  -5.983  0.075
H  5.004  -0.143  -5.662  0.069
H  2.641  1.999  3.310  0.113
H  4.961  2.167  0.379  0.047
H  -1.588  -3.519  7.615  0.092
H  -2.610  -3.540  -6.936  0.058
H  0.782  3.124  -7.428  0.071
H  3.004  1.953  6.425  0.085
H  1.315  3.778  1.772  0.051
H  -3.724  -2.476  8.178  0.128
H  -5.680  -0.064  2.198  0.110
H  -0.101  -3.487  -7.000  0.102
H  -3.368  -1.775  -3.567  0.109
H  -4.513  -0.879  -5.487  0.050
H  -1.093  0.539  0.825  0.076
H  4.556  -0.432  5.449  0.109
H  2.177  3.639  -4.696  0.101
H  -0.135  1.740  3.372  0.080
H  2.832  3.200  -6.213  0.106
H  0.541  4.421  -6.325  0.077
H  1.955  4.594  3.221  0.076
H  -0.246  -0.367  2.145  0.128
H  0.749  -2.889  -1.730  0.056
H  -2.026  -3.598  5.901  0.085
H  4.706  1.658  7.047  0.088
H  -1.812  7.163  2.168  0.096
H  3.701  -3.691  -2.055  0.112
H  3.142  2.275  1.582  0.076
H  3.860  -1.591  3.366  0.064
H  0.029  1.377  -1.462  0.078
H  -2.707  -1.990  -1.300  0.077
H  0.558  -1.387  -7.368  0.063
H  -0.458  -0.361  -1.281  0.051
H  1.836  -2.644  -3.088  0.048
H  3.996  -0.480  7.151  0.115
H  -3.329  -0.362  4.123  0.059
H  -1.770  1.320  2.938  0.060
H  -2.591  -4.394  -5.395  0.065
H  0.861  0.139  -2.286  0.030
H  -2.604  5.384  0.581  0.132
H  -4.755  -2.587  -5.936  0.055

Summary:
Lowest unoccupied orbital energy = -0.3 eV
Energy relative to the best compared isomer or geometry (same formula, charge and spin) = 0.0 kJ/mol
HOMO-LUMO gap = 10.23 eV
Structure (SMILES) = CCOC(=O)C(F)(F)F.CCOC(=O)C(F)(F)F.CCOC(=O)C(F)(F)F.CCOS(C)(=O)=O.CCOS(C)(=O)=O.CCOS(C)(=O)=O.CCOS(C)(=O)=O.CCOS(C)(=O)=O.CCOS(C)(=O)=O.CCOS(C)(=O)=O
Maximum force = 0.0753 hartree/bohr
2S+1 = 1